## a
Below is the molecule C4H4F2, with properties calculated with the ωB97M-V functional and the def2-TZVPD basis.

Orbital gap: 9.90 eV
SMILES: C=C(F)/C=C\F
LUMO energy: 0.02806 Eh

CARTESIAN COORDINATES (ANGSTROEM)
1 F -1.9886 0.4800 -0.0011
2 F 2.1063 -0.6189 0.0015
3 C 0.8673 1.3840 -0.0232
4 C -1.4094 -0.7434 -0.0021
5 C 0.9220 0.0286 0.0158
6 C -0.1369 -0.9253 -0.0625
7 H -2.1773 -1.5063 0.1320
8 H 1.6562 2.0678 0.1078
9 H -0.1594 1.7691 -0.1308
10 H 0.3198 -1.9356 -0.0374

---

## b
Below is the molecule C4H4F2, with properties calculated with the ωB97M-V functional and the def2-TZVPD basis.

Orbital gap: 9.64 eV
SMILES: F/C=C/C=C/F
LUMO energy: 0.02618 Eh

CARTESIAN COORDINATES (ANGSTROEM)
1 F 1.7883 -0.3865 2.2350
2 F -1.3674 -0.4345 -2.4687
3 C 0.0766 0.5874 0.7967
4 C -0.5226 0.6025 -0.5034
5 C 1.0406 -0.2735 1.0763
6 C -0.7742 -0.4923 -1.2738
7 H -0.9164 1.5838 -0.6313
8 H 1.1588 -1.1526 0.4914
9 H -0.0760 1.4984 1.4454
10 H -0.4077 -1.5324 -1.1675

---

Most stable: a. Least stable: b.

---

## a
Below is the molecule C4H4F2, with properties calculated with the ωB97M-V functional and the def2-TZVPD basis.

Orbital gap: 9.99 eV
SMILES: C=C/C(F)=C/F
LUMO energy: 0.03019 Eh

CARTESIAN COORDINATES (ANGSTROEM)
1 F -0.5322 1.5168 -0.1282
2 F -2.9540 0.3104 0.1199
3 C 1.6990 0.3841 0.0333
4 C -0.5672 0.1790 -0.1057
5 C 0.7779 -0.5345 -0.1294
6 C -1.7828 -0.3430 -0.1811
7 H 1.6039 1.5447 -0.0996
8 H 2.6198 -0.0219 0.6724
9 H 0.8137 -1.6884 -0.0764
10 H -1.6781 -1.3473 -0.1052

---

## b
Below is a cluster of 2 separate species, C4H4F2 in total, with properties calculated with the ωB97M-V functional and the def2-TZVPD basis.

Orbital gap (spin up / spin down): 9.09 / 6.91 eV
LUMO energy (spin up / spin down): 0.01312 / -0.00794 Eh

CARTESIAN COORDINATES (ANGSTROEM)
1 F 2.1632 -1.7821 0.1522
2 F 1.8202 1.7197 0.0692
3 C 1.2514 0.5649 -0.1576
4 C 1.3347 -0.7770 -0.2333
5 C 0.0101 -0.0991 -0.2201
6 C -1.2521 0.0269 0.5574
7 H -2.1559 -0.3957 0.0672
8 H -0.6815 -0.0850 -2.4352
9 H -1.1077 -0.2262 1.6853
10 H -1.3823 1.0536 0.5147

---

Most stable: a. Least stable: b.

---

## a
Below is a cluster of 2 separate species, C2H8O2 in total, with properties calculated with the ωB97M-V functional and the def2-TZVPD basis.

Orbital gap: 10.77 eV
SMILES: CO.CO
LUMO energy: 0.03270 Eh

CARTESIAN COORDINATES (ANGSTROEM)
1 O 1.2228 0.6018 0.7131
2 O -2.1088 -1.1944 -0.8635
3 C -1.5184 -0.4546 0.2744
4 C 2.2805 0.9922 -0.2198
5 H 2.9661 0.1870 -0.4231
6 H 1.6763 1.3767 -1.0578
7 H -2.9910 -1.4037 -0.5955
8 H -1.2400 0.5188 -0.1193
9 H -0.6047 -1.0306 0.3897
10 H 2.5789 1.9888 0.1124
11 H 1.6890 0.2102 1.4435
12 H -2.1764 -0.4170 1.1358

---

## b
Below is a cluster of 2 separate species, C2H8O2 in total, with properties calculated with the ωB97M-V functional and the def2-TZVPD basis.

Orbital gap: 10.73 eV
SMILES: CO.CO
LUMO energy: 0.02778 Eh

CARTESIAN COORDINATES (ANGSTROEM)
1 O -0.5372 -0.0093 -1.3138
2 O -1.4310 0.1490 1.4607
3 C 0.8041 0.4251 -1.6155
4 C -0.3093 -0.6519 1.8561
5 H -1.0242 0.6338 0.7210
6 H -0.0297 -0.4477 2.8926
7 H 1.1753 0.0703 -2.5836
8 H 1.4093 -0.1374 -0.9069
9 H 0.6017 -0.3290 1.3383
10 H -0.4698 -1.7115 1.6753
11 H -1.0725 0.5003 -1.9086
12 H 0.8832 1.5084 -1.6155

---

Most stable: b. Least stable: a.

---

## a
Below is the ion C9H12N3 with charge +1, with properties calculated with the ωB97M-V functional and the def2-TZVPD basis.

Orbital gap: 9.52 eV
Total charge: +1
SMILES: [H]/N=C1/CC[NH2+]N1c1ccccc1
LUMO energy: -0.12395 Eh

CARTESIAN COORDINATES (ANGSTROEM)
1 N 1.1342 -1.1515 0.1818
2 N 1.1702 2.3405 -0.6840
3 N 0.4533 -0.0140 -0.3438
4 C -1.7608 -0.7818 -0.9159
5 C -3.1352 -0.6793 -0.8044
6 C 1.4307 1.1604 -0.4693
7 C -0.9481 0.0851 -0.1910
8 C -3.6925 0.2754 0.0314
9 C -2.8794 1.1306 0.7567
10 C 2.5344 -0.7161 0.5189
11 C -1.5031 1.0409 0.6509
12 C 2.7690 0.5112 -0.3529
13 H 2.5752 -0.4514 1.5764
14 H -0.8647 1.7048 1.2144
15 H -3.7678 -1.3387 -1.3781
16 H 0.2121 2.6475 -0.7817
17 H 3.2447 -1.5177 0.3193
18 H -1.3181 -1.5184 -1.5709
19 H -4.7636 0.3597 0.1194
20 H 0.6387 -1.5188 1.0121
21 H 3.1052 0.2349 -1.3553
22 H 3.4999 1.1945 0.0720
23 H -3.3131 1.8642 1.4157
24 H 1.1559 -1.9151 -0.5172

---

## b
Below is the ion C9H12N3 with charge +1, with properties calculated with the ωB97M-V functional and the def2-TZVPD basis.

Orbital gap: 8.91 eV
Total charge: +1
SMILES: [H]/N=C1\N[NH2+]C[C@H]1c1ccccc1
LUMO energy: -0.13118 Eh

CARTESIAN COORDINATES (ANGSTROEM)
1 N 1.3798 2.0542 -1.1850
2 N 2.4342 0.6644 0.3937
3 N 2.3746 -0.6742 0.8695
4 C 0.7380 -0.2623 -0.8187
5 C 1.6937 -1.2882 -0.2577
6 C 1.5431 1.0229 -0.5924
7 C -2.2238 0.1613 1.4840
8 C -0.9722 -0.1827 1.0334
9 C -1.7808 -0.1251 -1.2883
10 C -0.7455 -0.2265 -0.3609
11 C -3.2575 0.2300 0.5642
12 C -3.0800 0.0187 -0.7898
13 H 1.7716 -0.8603 1.6802
14 H -4.1661 0.5063 0.9690
15 H -2.5034 0.2897 2.4503
16 H -0.1389 -0.3077 1.6907
17 H 1.6671 2.9742 -0.9409
18 H 1.3088 -2.3311 -0.1399
19 H 2.9855 1.3361 0.9364
20 H -3.9899 0.2575 -1.5324
21 H -1.5540 -0.0432 -2.2716
22 H 0.7420 -0.3974 -1.9373
23 H 2.5011 -1.6801 -0.9761
24 H 3.2726 -1.1367 1.0196

---

Most stable: a. Least stable: b.

---

## a
Below is a cluster of 2 separate species, C6H14NS in total, with properties calculated with the ωB97M-V functional and the def2-TZVPD basis.

Orbital gap: 6.42 eV
Total charge: -1
LUMO energy: 0.13265 Eh

CARTESIAN COORDINATES (ANGSTROEM)
1 S 0.3086 -1.5595 -2.2885
2 N -0.8526 0.7330 1.6131
3 C -1.6227 2.0765 -0.2849
4 C 1.0988 -1.3642 -0.6619
5 C -1.0731 -0.4448 0.2425
6 C 1.7222 2.0530 2.5108
7 C 0.0717 -1.4487 0.4784
8 C -0.6603 1.0485 0.2822
9 H 2.1254 1.6322 1.5874
10 H -2.5376 2.0340 0.3090
11 H -0.3456 -2.4613 0.4343
12 H -1.9745 -0.7278 0.7982
13 H 2.3824 2.8140 2.9225
14 H -1.3732 -0.6310 -0.8180
15 H 0.5276 -1.2786 1.4497
16 H 0.7377 2.4293 2.2554
17 H 1.6096 1.2138 3.1939
18 H -1.8730 1.8930 -1.3361
19 H 0.3606 1.1842 -0.0830
20 H -1.2120 3.0844 -0.1966
21 H 1.6255 -0.4077 -0.5775
22 H 1.8379 -2.1580 -0.5413

---

## b
Below is a cluster of 3 separate species, C6H14NS in total, with properties calculated with the ωB97M-V functional and the def2-TZVPD basis.

Orbital gap: 4.64 eV
Total charge: -1
LUMO energy: 0.08232 Eh

CARTESIAN COORDINATES (ANGSTROEM)
1 S 3.7928 -0.1052 -0.6596
2 N 0.1808 0.8340 1.0607
3 C -3.0835 -0.0782 -0.6511
4 C -1.0152 0.5013 0.6524
5 C 1.1158 -1.2954 0.8740
6 C 1.2248 0.0796 0.3276
7 C 2.6030 0.6745 0.5175
8 C -1.5789 0.0030 -0.5313
9 H 1.1585 1.9401 -2.1546
10 H -1.7972 0.8137 1.3597
11 H 0.9056 -0.0401 -0.7131
12 H 1.3211 -2.0728 0.1472
13 H 1.5909 -1.4726 1.8409
14 H -3.4621 0.5141 -1.4971
15 H -1.0075 -0.1571 -1.4329
16 H -0.9722 -1.7345 0.5731
17 H 2.8762 0.4877 1.5701
18 H 2.4952 1.7430 0.2906
19 H -0.0540 -1.3676 0.9343
20 H 0.6367 1.4286 -2.0172
21 H -3.5116 0.4422 0.2313
22 H -3.4194 -1.1382 -0.7224

---

Most stable: a. Least stable: b.

---

## a
Below is the molecule C8H8N2O3S, with properties calculated with the ωB97M-V functional and the def2-TZVPD basis.

Orbital gap: 9.89 eV
LUMO energy: 0.02556 Eh

CARTESIAN COORDINATES (ANGSTROEM)
1 S -2.6100 0.4776 0.8622
2 O -0.7433 -3.1461 -1.3588
3 O -2.0618 0.2926 -0.4413
4 O -1.4926 -0.1296 1.9886
5 N -2.3856 2.1949 1.0170
6 N -1.0661 -2.1062 0.6716
7 C -0.5647 -2.1424 -0.4647
8 C 2.1760 0.9842 -0.6328
9 C 0.4546 -0.2814 0.3800
10 C 2.0921 0.1377 -1.7285
11 C 1.2230 -0.9022 -1.8231
12 C -0.5274 -0.9571 1.3871
13 C 0.3695 -1.0725 -0.7014
14 C 1.3541 0.8131 0.4048
15 H 2.9381 1.6735 -0.6087
16 H -1.4808 -3.6450 -0.9723
17 H -1.7615 2.5141 0.2857
18 H 2.7975 0.2843 -2.5802
19 H 0.1204 -1.1496 2.2942
20 H 1.0387 -1.5981 -2.6377
21 H 1.3838 1.5002 1.3166
22 H -2.2932 2.3696 2.0219

---

## b
Below is the molecule C8H8N2O3S, with properties calculated with the ωB97M-V functional and the def2-TZVPD basis.

Orbital gap: 9.45 eV
SMILES: C[N@+]1(S(=O)(=O)[O-])C=Nc2ccccc21
LUMO energy: -0.00025 Eh

CARTESIAN COORDINATES (ANGSTROEM)
1 S 2.4980 -0.6048 0.7159
2 O 2.2351 0.3507 1.7403
3 O 3.6536 -0.4040 -0.0944
4 O 2.0117 -1.9264 0.8899
5 N 0.4594 -1.7725 -1.6157
6 N 1.1576 0.1306 -0.6306
7 C -0.4137 -1.4705 -0.5838
8 C -2.2139 -1.6130 0.9412
9 C -0.7118 0.2878 1.0788
10 C -1.8216 -0.4130 1.5269
11 C 1.5911 1.4989 -0.7785
12 C 1.3238 -0.8375 -1.6401
13 C -1.5176 -2.1659 -0.1189
14 C -0.0284 -0.2556 0.0133
15 H 2.1539 -0.7816 -2.3179
16 H -3.0783 -2.1276 1.3321
17 H -2.3886 -0.0212 2.3573
18 H 2.6108 1.4987 -1.1617
19 H -0.3923 1.2008 1.5542
20 H -1.8031 -3.1037 -0.5646
21 H 0.9293 2.0405 -1.4591
22 H 1.5939 1.9730 0.2022

---

Most stable: b. Least stable: a.

---

## a
Below is the molecule C6H15P, with properties calculated with the ωB97M-V functional and the def2-TZVPD basis.

Orbital gap: 7.78 eV
SMILES: CCC=P(C)(C)C
LUMO energy: 0.02746 Eh

CARTESIAN COORDINATES (ANGSTROEM)
1 P 0.6577 -0.4750 -0.2412
2 C 1.7844 -0.2326 -1.8077
3 C 1.2088 0.8357 0.9374
4 C 1.3824 -1.9826 0.5687
5 C -2.1002 0.4128 0.7293
6 C -2.3358 1.4616 -0.3740
7 C -1.5123 -0.9367 0.3059
8 H 2.5991 -0.9247 -1.6228
9 H -2.0296 -1.1322 -0.6514
10 H 2.1325 0.4698 1.4055
11 H 1.2580 -1.9566 1.6537
12 H 0.9714 1.7926 0.4470
13 H 0.4354 0.9295 1.7514
14 H -1.3657 1.5262 -0.9985
15 H -3.2249 1.0518 -0.9514
16 H -3.1078 0.1188 1.0353
17 H 2.2803 0.7714 -1.5727
18 H 1.4591 -0.2817 -2.7891
19 H 2.5211 -1.8388 0.5126
20 H -2.5428 2.4174 -0.0344
21 H 0.9649 -2.8508 0.0851
22 H -1.4359 0.8242 1.6112

---

## b
Below is a cluster of 2 separate species, C6H15P in total, with properties calculated with the ωB97M-V functional and the def2-TZVPD basis.

Orbital gap (spin up / spin down): 7.59 / 8.21 eV
LUMO energy (spin up / spin down): -0.01128 / 0.01821 Eh

CARTESIAN COORDINATES (ANGSTROEM)
1 P -2.8816 -0.6004 -0.4951
2 C -2.7643 -0.7044 1.3497
3 C 2.4327 -1.4698 -0.6714
4 C 3.1166 0.7377 0.2886
5 C 1.9302 -0.2161 0.0520
6 C -3.6037 1.1059 -0.6075
7 C 0.8582 0.4621 -0.7020
8 H 0.0003 0.8758 -0.2097
9 H -2.0853 0.0597 1.7281
10 H 3.9072 0.2188 0.8285
11 H -3.7454 -0.5661 1.8035
12 H 3.1754 -1.9793 -0.0616
13 H 3.5128 1.0845 -0.6627
14 H -4.6930 1.0443 -0.5547
15 H -2.3781 -1.6850 1.6202
16 H -3.2425 1.7443 0.1967
17 H 1.6094 -2.1556 -0.8612
18 H 2.8864 -1.2024 -1.6226
19 H 2.8066 1.6001 0.8730
20 H -3.3330 1.5466 -1.5682
21 H 1.5406 -0.5112 1.0348
22 H 0.9505 0.6106 -1.7580

---

## c
Below is a structure of composition C6H15P, with properties calculated with the ωB97M-V functional and the def2-TZVPD basis.

Orbital gap: 7.62 eV
LUMO energy: 0.02897 Eh

CARTESIAN COORDINATES (ANGSTROEM)
1 P -0.1808 -0.2282 -0.5508
2 C -0.2028 0.7497 -2.0233
3 C -0.6913 -1.9452 -1.0065
4 C 0.0655 2.2107 -1.7864
5 C -1.3220 0.6472 0.5510
6 C 1.2498 -0.7636 1.2824
7 C 0.4200 -1.0381 2.4981
8 H -0.3898 -1.7194 2.2712
9 H 2.0113 0.0144 1.3581
10 H 0.1588 -0.1478 2.9519
11 H -0.4366 2.8054 -2.5438
12 H 1.0242 -1.6191 3.1212
13 H 1.5861 -1.6459 0.8160
14 H -0.3884 2.3524 -0.7911
15 H 1.1601 2.4214 -1.9007
16 H 0.6750 0.2791 -2.6519
17 H -1.3556 -1.9570 -1.9251
18 H -1.0088 -2.5814 -0.1257
19 H -2.2684 0.9269 -0.0324
20 H -1.7510 0.0623 1.3293
21 H 0.3660 -2.2905 -1.3257
22 H -0.7720 1.4092 0.9513

---

Most stable: b. Least stable: a.

---

## a
Below is the ion C5H12NO2 with charge -1, with properties calculated with the ωB97M-V functional and the def2-TZVPD basis.

Orbital gap: 6.70 eV
Total charge: -1
LUMO energy: 0.14964 Eh

CARTESIAN COORDINATES (ANGSTROEM)
1 O -1.8820 -0.6372 1.9773
2 O 0.6009 1.9071 -1.0241
3 N -1.1163 -0.0782 -0.2549
4 C -2.1390 -0.6160 0.5041
5 C 1.7534 0.2412 0.3462
6 C 1.1250 -1.1076 -0.0746
7 C 1.8551 1.2994 -0.7327
8 C -0.2043 -0.9634 -0.8673
9 H 0.0547 -0.5939 -1.8656
10 H -3.0749 -0.0609 0.3817
11 H -0.5061 -2.0326 -0.9750
12 H 2.6796 0.0769 0.9128
13 H -0.9835 -0.3100 2.0611
14 H -2.3365 -1.6940 0.3074
15 H -0.1519 1.3492 -0.6640
16 H 1.9397 -1.6311 -0.5751
17 H 1.0980 0.6742 1.1083
18 H 2.4744 2.0950 -0.3034
19 H 2.2899 0.9161 -1.6590
20 H 0.9202 -1.6927 0.8266

---

## b
Below is a structure of composition C5H12NO2, with properties calculated with the ωB97M-V functional and the def2-TZVPD basis.

Orbital gap: 7.90 eV
Total charge: -1
LUMO energy: 0.14045 Eh

CARTESIAN COORDINATES (ANGSTROEM)
1 O -1.4388 -0.8767 -2.4500
2 O -2.8142 0.4062 -0.7510
3 N 1.1849 -0.0992 -1.0776
4 C 1.6929 -0.0368 0.2079
5 C 2.9508 -0.3422 0.5372
6 C -0.9038 -0.0472 0.9354
7 C -1.9179 0.9890 0.1445
8 C 0.6197 0.2234 1.2148
9 H 0.8335 -0.3360 2.1096
10 H 3.3779 -0.5004 1.5208
11 H -1.1802 0.2481 2.0106
12 H -1.8925 -1.7158 -2.4700
13 H 3.8691 -0.5865 -0.1002
14 H -1.2431 1.7236 -0.2195
15 H 0.2267 -0.2814 -1.2740
16 H -2.5721 1.3373 0.9341
17 H -1.2377 -0.9934 0.5447
18 H 1.8798 -0.0861 -1.8060
19 H -2.1039 -0.3541 -1.5042
20 H 0.6690 1.3282 1.4930

---

Most stable: a. Least stable: b.